C30H28N2SiV as an isolated structure at a distorted geometry, computed with ωB97M-V/def2-TZVPD.

Each line ends with the Mulliken charge.
Cartesian coordinates (Å):
H  -1.432  -0.682  -4.910  0.43
C  5.121  -2.270  -1.790  -0.81
H  -1.695  -0.945  -0.834  0.57
H  1.243  -4.518  -3.250  0.36
C  -3.555  0.116  -1.315  -0.97
H  0.674  -0.269  -3.649  0.40
C  0.049  0.025  3.509  -0.60
C  -3.033  3.787  2.203  0.57
H  2.135  -3.171  -1.089  -0.23
H  0.578  3.020  3.392  0.54
H  -2.987  5.483  3.535  0.45
C  1.057  -2.365  -3.264  0.32
C  4.135  -0.807  -0.135  -0.28
H  6.755  -2.488  1.201  0.38
C  -0.880  -1.521  -4.480  -0.57
H  -0.984  -4.934  -4.299  0.38
C  6.071  -2.667  -0.842  -0.29
Si  2.236  -1.991  -1.823  0.37
C  -4.282  4.021  1.525  -0.91
H  -2.141  -0.527  3.539  0.51
C  -2.388  -0.130  -0.598  -0.08
C  -2.328  2.628  1.809  0.18
H  -4.868  4.892  1.831  0.39
C  0.315  -1.291  -3.791  -0.33
C  -2.832  1.755  0.797  0.45
N  -2.053  0.680  0.438  0.60
H  0.378  2.323  -0.421  0.38
H  -3.787  -0.568  -2.129  0.47
H  -1.529  -2.095  1.429  0.61
C  -4.350  1.209  -0.998  -0.68
C  -1.132  4.367  3.594  -0.94
H  1.489  -0.874  -1.226  -0.13
C  -0.450  3.249  3.112  -0.13
C  -4.725  3.212  0.496  -0.99
H  0.825  0.578  -0.264  0.25
C  -2.431  4.625  3.166  -0.54
H  6.828  -3.404  -1.104  0.37
C  -1.164  -0.592  3.049  -0.29
C  0.580  -1.354  1.722  -0.25
C  0.706  1.534  0.281  -0.99
N  -1.059  2.368  2.282  0.32
H  3.399  -0.048  0.146  0.43
C  -0.617  -3.909  -4.160  -0.49
H  2.187  -0.271  2.878  0.54
H  -5.643  3.444  -0.045  0.40
C  1.131  -0.458  2.693  -0.84
C  5.158  -1.113  0.774  -0.47
H  5.208  -2.593  -2.829  0.40
V  -0.376  0.741  1.451  -0.09
C  -1.362  -2.828  -4.650  -0.51
H  0.142  0.631  4.411  0.63
H  5.217  -0.599  1.742  0.37
H  -0.627  5.014  4.310  0.39
C  -0.837  -1.418  1.928  -0.97
H  1.641  1.834  0.768  0.40
C  3.994  -1.542  -1.349  0.29
C  -4.009  2.046  0.080  0.60
H  -2.284  -3.007  -5.209  0.39
C  6.062  -2.129  0.447  -0.45
H  -5.236  1.447  -1.579  0.44
H  1.141  -1.980  1.035  0.67
C  0.617  -3.675  -3.540  -0.44

Atoms 1-3, force components in eV/Å:
0.2 -0.2 0.1
-0.3 -0.4 0.8
-0.3 0.3 0.1

Computed properties:
Charge ... +1
Spin multiplicity ... 3
Highest occupied orbital energy (spin up / spin down) ... -10.640 / -10.872 eV
Kohn-Sham gap (spin up / spin down) ... 6.86 / 6.85 eV
Energy relative to the best compared isomer or geometry (same formula, charge and spin) ... 0.0 kJ/mol

***

C30H28N5O3PS2ScSe4 as an isolated structure, computed with ωB97M-V/def2-TZVPD.

Each line ends with the Mulliken charge.
Cartesian coordinates (Å):
H  4.833  -3.002  -1.160  0.51
H  -1.050  3.720  -5.847  0.46
C  1.506  -3.686  2.667  -0.86
C  -2.592  4.344  1.414  -1.03
Se  0.243  5.607  -0.846  -0.71
C  -3.749  -3.017  1.604  -0.67
C  2.746  1.283  3.846  -0.75
H  2.797  -5.493  0.118  0.42
C  2.727  0.461  1.596  0.59
O  0.779  -0.749  -2.811  -0.16
H  -2.359  1.736  2.792  0.42
C  3.085  -0.484  0.549  0.83
H  -1.561  2.716  -1.935  0.09
C  -1.341  0.768  -4.051  -0.46
C  -2.035  -1.915  0.305  0.69
H  -0.813  2.614  2.899  0.34
C  -1.061  2.888  -5.163  -0.53
C  1.417  -3.868  -0.096  -0.96
Sc  0.977  0.845  -1.526  -0.11
C  -1.531  2.155  2.217  -0.92
H  1.421  -3.930  -1.176  0.25
C  2.623  -0.456  -0.734  0.45
Se  2.622  1.629  -3.510  -0.36
C  2.203  -4.750  0.636  -0.67
C  -2.434  -2.935  1.164  -0.53
H  -3.159  4.301  2.343  0.39
C  4.209  -2.195  -0.805  -0.60
H  0.060  3.599  -3.456  0.38
H  -1.562  4.208  -1.146  0.02
C  0.188  -1.845  -3.139  -0.02
H  2.854  -5.358  2.587  0.34
S  4.310  -1.698  0.831  -0.30
O  0.187  -2.348  -4.251  -0.79
Se  2.800  3.927  -3.078  -0.36
Se  1.685  3.783  -1.004  0.11
H  1.859  3.247  4.060  0.48
C  3.297  -1.464  -1.502  -0.56
C  2.241  -4.671  2.017  -0.55
H  1.548  -3.600  3.746  0.44
H  1.269  3.375  1.653  0.51
C  -0.627  -2.500  -2.016  -1.14
S  -1.801  1.395  -5.564  -0.22
C  0.730  -2.799  1.939  -0.38
P  -0.343  -1.675  -0.388  2.42
H  3.002  1.170  4.893  0.39
H  -0.477  -3.579  -2.025  0.67
H  -1.831  5.125  1.468  0.27
H  -5.035  -0.338  -0.011  0.45
N  2.062  1.543  1.173  0.49
N  -0.849  1.446  0.060  2.17
O  -0.391  0.061  1.882  -0.27
C  0.654  -2.897  0.544  0.03
H  0.184  -2.015  2.445  0.52
H  -3.269  4.572  0.591  0.34
C  -2.995  -0.987  -0.108  -0.56
C  -1.554  2.595  0.006  -0.76
H  -1.715  -3.674  1.493  0.38
H  3.561  -0.616  3.261  0.39
C  -4.309  -1.069  0.324  -0.69
C  2.103  2.430  3.394  -0.98
C  1.779  2.501  2.052  -0.54
C  -0.497  2.807  -3.938  -0.67
H  -4.041  -3.818  2.273  0.41
C  -4.690  -2.086  1.190  -0.58
H  3.103  -1.637  -2.552  0.54
C  3.061  0.291  2.944  -0.87
H  -1.680  -2.341  -2.265  0.51
N  -1.895  3.224  -1.131  -0.37
C  -0.845  1.071  1.394  -0.60
H  -5.714  -2.152  1.537  0.38
H  -1.570  -0.250  -3.781  0.17
N  -0.664  1.592  -3.302  0.90
N  -1.987  3.049  1.186  0.31
H  -2.697  -0.181  -0.772  0.08

Atoms 1-3, force components in eV/Å:
0.0 0.0 0.0
0.0 0.0 0.0
0.0 0.0 0.0

Computed properties:
Charge ... -1
Spin multiplicity ... 1
Highest occupied orbital energy ... -3.941 eV
Kohn-Sham gap ... 6.16 eV
Energy relative to the best compared isomer or geometry (same formula, charge and spin) ... 17.2 kJ/mol

***

C30H28N9O2OsS as an isolated structure at a distorted geometry, computed with ωB97M-V/def2-TZVPD.

Each line ends with the Mulliken charge.
Cartesian coordinates (Å):
C  6.016  -0.047  -0.406  -0.83
H  1.747  -4.520  -1.571  0.39
N  -3.836  -1.966  0.532  -0.14
H  2.493  0.726  -5.138  0.36
H  -4.044  4.223  0.357  0.57
N  -0.754  -0.151  2.705  -0.05
H  3.326  -2.238  -3.500  0.46
C  2.321  -3.598  -1.444  -1.82
C  2.430  -0.359  -5.241  -1.71
C  0.880  0.217  4.399  -1.02
C  3.872  -0.139  1.359  0.23
C  6.241  -0.158  0.962  -0.69
H  6.850  -0.001  -1.086  0.47
C  -0.122  0.257  5.362  -0.59
H  5.346  -0.262  2.908  0.49
H  -2.243  0.058  5.684  0.48
H  -2.211  5.946  0.401  0.49
N  -7.140  1.203  0.359  -0.28
H  0.124  0.434  6.399  0.49
C  4.724  0.013  -0.901  -0.68
H  -7.866  0.503  0.364  0.28
C  -0.372  -2.703  -0.712  -0.50
H  -2.708  -0.333  3.263  0.45
C  -3.699  1.541  0.354  0.00
H  -4.552  -2.670  0.622  0.26
N  -1.389  2.154  0.389  0.06
C  0.336  -2.084  -1.922  1.53
N  -5.485  -0.402  0.452  -0.75
C  1.659  -2.513  -2.207  0.57
H  3.329  -3.775  -1.809  0.43
C  -0.418  3.078  0.378  0.24
O  -1.002  -1.852  0.034  -0.75
C  0.527  0.012  3.064  0.33
C  1.501  -0.026  1.952  1.21
H  3.432  -0.762  -5.353  0.39
C  3.651  -0.036  -0.023  0.95
C  -2.672  2.595  0.375  1.22
H  0.151  5.138  0.370  0.49
C  -1.786  -0.844  -2.630  -1.90
C  -4.201  -0.701  0.429  0.56
H  2.352  -3.405  -0.372  0.29
H  -2.861  -2.239  0.467  0.14
C  2.320  -1.917  -3.279  -0.90
C  -1.705  -0.145  3.621  -0.08
H  4.540  0.108  -1.958  0.58
H  -7.392  2.179  0.310  0.26
S  2.001  0.060  -0.656  0.05
H  -2.216  -0.725  -3.623  0.64
H  -0.127  0.060  -4.482  0.61
H  -1.919  0.124  -2.119  0.21
C  -0.328  -1.189  -2.763  1.66
H  1.878  -0.545  -6.164  0.46
C  -3.002  3.945  0.375  -0.65
C  1.713  -0.971  -4.092  0.46
C  -5.872  0.870  0.388  0.26
C  -1.437  0.062  4.969  -0.91
H  1.904  0.356  4.708  0.39
N  2.803  -0.167  2.252  0.05
C  0.380  -0.633  -3.826  -0.96
C  -0.670  4.439  0.381  -0.90
N  1.037  0.099  0.725  -0.18
H  3.066  -0.290  3.225  0.20
H  -2.344  -1.623  -2.110  0.28
O  -0.313  -3.885  -0.510  -0.55
C  -1.986  4.889  0.391  -0.56
N  -4.951  1.873  0.375  -0.67
H  0.605  2.717  0.367  0.41
C  5.174  -0.196  1.844  -0.86
H  7.248  -0.208  1.344  0.45
Os  -1.138  0.128  0.362  1.45
N  -3.222  0.270  0.322  -0.27

Atoms 1-3, force components in eV/Å:
-0.3 0.0 -0.2
0.1 0.1 0.1
0.4 -0.1 0.0

Computed properties:
Charge ... +3
Spin multiplicity ... 5
Highest occupied orbital energy (spin up / spin down) ... -16.282 / -15.905 eV
Kohn-Sham gap (spin up / spin down) ... 7.01 / 4.58 eV

***

DFT total energy, respectively: -2502.71472; -13163.98913; -2291.31090 hartree.